Entry from OMol25: a structure of composition C26H24N5O3V in a non-equilibrium geometry (ωB97M-V with the def2-TZVPD basis set).

The orbital gap (spin up / spin down) is 6.48 / 6.70 eV. The lowest unoccupied orbital energy (spin up / spin down) is -7.093 / -6.882 eV.

Geometry as ORCA input:
```
! RIJCOSX wB97M-V def2-TZVPD def2/J DEFGRID3
* xyz 2 3
V -0.392 0.305 -1.038
C -1.482 4.557 -1.005
C -1.439 3.072 -1.029
N -0.361 2.370 -0.987
N 0.877 2.936 -0.956
C 1.759 2.009 -1.229
O 1.346 0.766 -1.482
C 3.181 2.304 -1.307
C 3.638 3.606 -1.079
C 4.991 3.879 -1.148
C 5.891 2.861 -1.444
C 5.439 1.567 -1.673
C 4.087 1.285 -1.606
C -2.647 2.233 -1.156
C -3.929 2.743 -1.163
C -5.004 1.871 -1.295
C -4.763 0.514 -1.420
C -3.451 0.073 -1.417
N -2.412 0.903 -1.288
H -0.479 4.955 -0.889
H -2.109 4.911 -0.186
H -1.908 4.934 -1.937
H 2.928 4.389 -0.855
H 5.348 4.884 -0.975
H 6.949 3.078 -1.499
H 6.144 0.781 -1.907
H 3.728 0.281 -1.786
H -4.088 3.808 -1.070
H -6.016 2.253 -1.301
H -5.568 -0.199 -1.524
H -3.221 -0.981 -1.521
O -0.164 -2.596 5.189
C -0.225 -1.196 5.101
C -0.289 -0.805 3.655
C -0.360 0.535 3.282
C -0.412 0.854 1.946
N -0.398 -0.083 0.986
C -0.320 -1.387 1.329
C -0.268 -1.771 2.655
C -0.270 -2.352 0.201
C -0.306 -3.719 0.381
C -0.215 -4.560 -0.726
C -0.227 -6.050 -0.561
O -0.403 -6.351 0.800
C -0.107 -3.983 -1.989
C -0.121 -2.610 -2.100
N -0.212 -1.805 -1.033
H -0.110 -2.865 6.110
H 0.655 -0.717 5.548
H -1.110 -0.789 5.605
H -0.368 1.323 4.023
H -0.452 1.883 1.615
H -0.196 -2.808 2.943
H -0.391 -4.164 1.360
H 0.720 -6.443 -0.950
H -1.032 -6.463 -1.179
H -0.374 -7.304 0.930
H -0.023 -4.592 -2.880
H -0.055 -2.130 -3.068
*
```

***

Entry from OMol25: a structure of composition C26H24N5O4Ti in a non-equilibrium geometry (ωB97M-V with the def2-TZVPD basis set).

The orbital gap (spin up / spin down) is 5.56 / 8.12 eV. The lowest unoccupied orbital energy (spin up / spin down) is -2.771 / -3.018 eV.

Geometry as ORCA input:
```
! RIJCOSX wB97M-V def2-TZVPD def2/J DEFGRID3
* xyz 1 3
Ti 0.214 0.217 -0.107
C -0.056 3.130 1.043
C -1.091 2.420 1.916
C -0.566 1.221 2.674
C -0.814 1.091 4.032
C -0.308 0.008 4.725
C 0.472 -0.914 4.050
C 0.684 -0.727 2.703
N 0.159 0.299 2.012
N 0.294 2.432 -0.229
C -0.675 2.716 -1.328
C -0.512 1.714 -2.460
C -0.959 1.994 -3.737
C -0.746 1.066 -4.739
C -0.075 -0.107 -4.443
C 0.328 -0.324 -3.142
N 0.104 0.563 -2.163
C 1.674 2.800 -0.653
C 2.713 1.789 -0.218
C 4.044 2.128 -0.077
C 4.974 1.132 0.164
C 4.545 -0.180 0.246
C 3.195 -0.442 0.117
N 2.286 0.521 -0.097
H 0.871 3.231 1.607
H -0.402 4.137 0.802
H -1.959 2.129 1.322
H -1.434 3.149 2.649
H -1.409 1.842 4.534
H -0.512 -0.109 5.782
H 0.908 -1.768 4.550
H 1.281 -1.429 2.139
H -0.525 3.724 -1.722
H -1.684 2.652 -0.930
H -1.464 2.930 -3.939
H -1.094 1.262 -5.746
H 0.124 -0.852 -5.201
H 0.823 -1.238 -2.844
H 1.926 3.800 -0.302
H 1.700 2.833 -1.743
H 4.346 3.164 -0.170
H 6.022 1.377 0.276
H 5.237 -0.994 0.412
H 2.804 -1.450 0.174
O -1.693 0.340 -0.108
C -2.522 -0.705 -0.118
C -2.116 -2.065 -0.130
C -3.118 -3.064 -0.112
C -2.775 -4.383 -0.107
C -1.454 -4.822 -0.118
C -0.461 -3.863 -0.143
C -0.766 -2.515 -0.154
O 0.249 -1.603 -0.185
N -3.859 -5.396 -0.087
O -5.003 -4.998 -0.099
O -3.529 -6.561 -0.099
H -3.581 -0.485 -0.111
H -4.164 -2.786 -0.100
H -1.233 -5.878 -0.108
H 0.583 -4.155 -0.159
*
```

***

Number 1: calculated total energy -2448.25921 hartree. Number 2: calculated total energy -2429.22573 hartree.